Formula: C4H6S
Source: OMol25
Level of theory: ωB97M-V/def2-TZVPD

Values from the calculation:
ΔE to the lowest compared entry with this formula, charge and spin = 43.94 kcal per mole
orbital gap = 10.02 eV
SMILES = C=C=CCS
E_LUMO = 0.929 eV

Atoms and positions in Å:
1 C -0.34 0.40 -0.35
2 C 0.95 0.48 -0.11
3 C -1.33 -0.35 0.41
4 C 2.15 0.79 0.34
5 S -1.51 -2.12 -0.01
6 H -0.64 0.61 -1.33
7 H -0.84 -0.29 1.38
8 H -2.15 0.32 0.33
9 H -1.57 -1.90 -1.37
10 H 2.31 1.75 0.82
11 H 2.98 0.31 -0.10

Formula: C4H6S
Source: OMol25
Level of theory: ωB97M-V/def2-TZVPD

Values from the calculation:
ΔE to the lowest compared entry with this formula, charge and spin = 123.97 kcal per mole
orbital gap (spin up / spin down) = 6.89 / 8.44 eV
E_LUMO (spin up / spin down) = -0.298 / 0.025 eV

Atoms and positions in Å:
1 C 1.21 -0.66 -0.59
2 C 1.47 -1.79 0.02
3 C -0.40 1.09 0.65
4 C -0.18 0.37 -0.57
5 S -1.32 -0.17 -1.50
6 H 1.99 -0.18 -1.16
7 H -1.22 0.58 1.23
8 H -0.81 2.06 0.35
9 H 0.49 1.13 1.23
10 H 0.97 -2.51 0.72
11 H -2.20 0.09 -0.39

Formula: C4H6S
Source: OMol25
Level of theory: ωB97M-V/def2-TZVPD

Values from the calculation:
ΔE to the lowest compared entry with this formula, charge and spin = 42.09 kcal per mole
orbital gap = 8.38 eV
SMILES = S=C1CCC1
E_LUMO = -0.199 eV

Atoms and positions in Å:
1 C -1.13 0.11 -0.07
2 C -0.14 -0.99 0.14
3 C 0.93 -0.11 -0.30
4 C -0.04 1.09 0.11
5 H -0.08 -1.06 1.21
6 H -0.23 -2.17 -0.20
7 H 1.92 -0.27 0.18
8 H 1.22 -0.17 -1.44
9 H 0.05 1.94 -0.64
10 H 0.23 1.63 1.11
11 S -2.72 0.00 -0.11

Formula: C4H6S
Source: OMol25
Level of theory: ωB97M-V/def2-TZVPD

Values from the calculation:
ΔE to the lowest compared entry with this formula, charge and spin = 71.27 kcal per mole
orbital gap = 8.47 eV
SMILES = C#CC.C=S
E_LUMO = -0.317 eV

Atoms and positions in Å:
1 C -0.79 0.79 -0.14
2 C 0.36 0.85 -0.42
3 C -1.29 -1.89 0.79
4 C 1.76 1.22 -0.80
5 S -2.65 -2.21 1.63
6 H -1.83 0.71 0.27
7 H -1.23 -1.65 -0.20
8 H -0.29 -1.86 1.32
9 H 1.79 1.71 -1.76
10 H 2.20 0.27 -0.61
11 H 1.96 2.06 -0.06

Formula: C4H6S2
Source: OMol25
Level of theory: ωB97M-V/def2-TZVPD

Values from the calculation:
ΔE to the lowest compared entry with this formula, charge and spin = 27.66 kcal per mole
orbital gap = 8.37 eV
E_LUMO = -0.325 eV

Atoms and positions in Å:
1 C -0.80 0.24 1.29
2 C -0.10 -0.55 0.20
3 C -0.84 -0.95 -1.03
4 C 1.18 -0.01 -0.43
5 H -1.77 -0.26 1.50
6 H 0.28 -1.43 0.66
7 H -1.54 -0.18 -1.43
8 H -1.31 -1.93 -1.12
9 H 1.05 1.09 -0.63
10 H 2.08 -0.29 0.01
11 S -0.40 1.63 2.00
12 S 0.69 -0.97 -1.95

Formula: C4H6S2
Source: OMol25
Level of theory: ωB97M-V/def2-TZVPD

Values from the calculation:
ΔE to the lowest compared entry with this formula, charge and spin = 111.49 kcal per mole
orbital gap (spin up / spin down) = 7.89 / 7.76 eV
E_LUMO (spin up / spin down) = -0.529 / 0.379 eV

Atoms and positions in Å:
1 C 1.20 2.49 0.75
2 C 1.23 1.34 0.39
3 C -1.31 -0.58 -0.65
4 C 1.27 0.00 0.03
5 S 1.46 -1.21 1.32
6 S 2.04 -0.42 -1.50
7 H 1.20 3.50 1.04
8 H -1.11 -0.82 -1.67
9 H -1.43 -1.37 0.06
10 H -1.74 0.37 -0.42
11 H 0.77 -0.55 2.24
12 H 1.83 -1.73 -1.37

Formula: C4H6S3
Source: OMol25
Level of theory: ωB97M-V/def2-TZVPD

Values from the calculation:
ΔE to the lowest compared entry with this formula, charge and spin = 68.38 kcal per mole
orbital gap (spin up / spin down) = 6.95 / 6.95 eV
E_LUMO (spin up / spin down) = -1.168 / -1.167 eV

Atoms and positions in Å:
1 C -1.68 -1.52 2.02
2 C -0.50 -1.00 1.68
3 C 2.16 -0.26 -0.04
4 C 1.56 1.40 -2.35
5 S 2.72 -1.35 0.97
6 S -0.38 0.05 0.23
7 S 2.85 0.48 -1.40
8 H -1.66 -2.16 2.91
9 H -2.50 -1.36 1.48
10 H 0.51 -1.04 2.04
11 H 0.74 0.75 -2.42
12 H 2.09 1.76 -3.15
13 H 1.11 2.14 -1.73

Formula: C4H6S3
Source: OMol25
Level of theory: ωB97M-V/def2-TZVPD

Values from the calculation:
ΔE to the lowest compared entry with this formula, charge and spin = 109.66 kcal per mole
orbital gap = 7.73 eV
E_LUMO = -1.234 eV

Atoms and positions in Å:
1 C 0.22 1.50 -0.10
2 C 0.65 0.16 -0.52
3 C -1.91 -1.12 0.10
4 C 1.21 -0.82 0.31
5 H -0.06 2.07 -1.05
6 H -0.33 1.56 0.81
7 H 0.98 2.17 0.18
8 H 1.40 0.09 -1.32
9 H -1.45 -1.12 1.28
10 H 1.21 -0.22 1.74
11 S -0.70 -0.96 -1.23
12 S -3.63 -1.33 -0.05
13 S 2.43 -1.98 -0.16

Formula: C4H6S3
Source: OMol25
Level of theory: ωB97M-V/def2-TZVPD

Values from the calculation:
ΔE to the lowest compared entry with this formula, charge and spin = 14.58 kcal per mole
orbital gap = 7.85 eV
SMILES = CSC(=S)C(C)=S
E_LUMO = -0.616 eV

Atoms and positions in Å:
1 C -2.62 -0.63 -0.29
2 C -0.11 0.08 -0.39
3 C 1.45 -0.15 -0.19
4 C 2.12 0.67 0.83
5 H -2.75 0.29 0.23
6 H -3.23 -1.53 0.02
7 H -2.85 -0.51 -1.35
8 H 3.18 0.39 0.90
9 H 2.16 1.73 0.56
10 H 1.75 0.58 1.92
11 S -0.98 -1.31 -0.13
12 S -0.37 1.58 -1.00
13 S 2.24 -1.19 -1.11